A structure of composition C3H8N2S. Source: the Open Molecules 2025 dataset; level of theory: ωB97M-V/def2-TZVPD.

Positions of all 14 atoms, in Å:
C (0.148, 1.404, -0.666)
C (0.758, 0.082, -1.349)
C (-1.280, -0.633, 1.571)
N (-1.246, 1.127, -0.501)
N (-0.009, -1.008, -0.728)
S (-1.470, -0.373, -0.231)
H (0.515, 1.548, 0.327)
H (0.469, 2.254, -1.241)
H (0.646, 0.041, -2.467)
H (1.883, -0.161, -1.259)
H (-1.254, -1.639, 1.869)
H (-2.041, -0.176, 2.035)
H (-0.277, -0.401, 1.999)
H (0.164, -1.871, -1.243)

Output
**Energy**: -626.6911 Ha
**Charge**: 0
**Relative energy (zero: lowest compared OMol25 entry of this formula, charge and spin)**: 346.9 kJ/mol
**Gap between HOMO and LUMO**: 0.3201 Ha